Version one
This record from the Open Molecules 2025 dataset describes a 2-piece molecular cluster, C6H10O3 overall. The level of theory is ωB97M-V/def2-TZVPD.

structure (SMILES)	COC(C)=O.CC=C=O
highest occupied orbital energy	-8.686	eV
net charge	0
lowest unoccupied orbital energy	0.7186	eV
Kohn-Sham gap	9.405	eV

Atoms and positions in Å:
O -1.719 0.958 -1.211
O -1.163 -2.554 -0.771
O -0.105 1.208 0.436
C 2.012 -1.611 0.252
C 0.984 -1.340 -0.786
C -1.304 0.688 -0.086
C 0.593 2.160 -0.368
C -0.259 -1.797 -0.734
C -2.209 0.272 1.041
H -3.001 1.012 1.174
H 2.350 -2.651 0.182
H 1.231 -0.654 -1.587
H -2.652 -0.696 0.799
H 0.130 2.357 -1.339
H 1.617 -1.437 1.257
H -1.652 0.165 1.976
H 0.664 3.102 0.184
H 2.879 -0.960 0.111
H 1.605 1.779 -0.530

---

Version two
This record from the Open Molecules 2025 dataset describes a 2-piece molecular cluster, C6H10O3 overall. The level of theory is ωB97M-V/def2-TZVPD.

structure (SMILES)	C=CC(C)=O.C=COO
highest occupied orbital energy	-9.123	eV
net charge	0
lowest unoccupied orbital energy	0.0861	eV
Kohn-Sham gap	9.209	eV

Atoms and positions in Å:
O -0.122 -1.031 -1.552
O -1.617 -0.140 0.983
O -1.540 -1.358 -1.544
C -0.411 0.025 1.207
C -0.813 0.994 -2.711
C 0.406 -1.251 1.519
C 1.731 -1.331 1.386
C 0.015 0.302 -1.907
C 0.150 1.368 1.590
H 2.242 -2.270 1.584
H 2.342 -0.502 1.047
H -0.520 1.951 -3.126
H -0.414 1.767 2.437
H -0.199 -2.103 1.813
H 0.054 2.047 0.738
H -1.745 -1.035 -0.638
H -1.790 0.614 -2.987
H 1.204 1.321 1.872
H 1.028 0.630 -1.712

---

Most stable to least stable, the ends of the list are version one and version two.

---

Version one
This record from the Open Molecules 2025 dataset describes one molecule with the formula CH3PS. The level of theory is ωB97M-V/def2-TZVPD.

structure (SMILES)	[PH3]=C=S
highest occupied orbital energy	-7.666	eV
net charge	0
lowest unoccupied orbital energy	-0.3151	eV
Kohn-Sham gap	7.351	eV

Atoms and positions in Å:
S 1.547 -1.833 1.102
P -0.459 0.250 -0.020
C 1.182 -0.498 0.363
H -0.408 -0.058 -1.374
H -1.856 0.588 -0.032
H -0.005 1.551 -0.039

---

Version two
This record from the Open Molecules 2025 dataset describes one molecule with the formula CH3PS. The level of theory is ωB97M-V/def2-TZVPD.

structure (SMILES)	CP=S
highest occupied orbital energy	-8.884	eV
net charge	0
lowest unoccupied orbital energy	-1.8457	eV
Kohn-Sham gap	7.038	eV

Atoms and positions in Å:
S -0.772 -2.176 -1.031
P 0.769 -1.172 0.130
C 0.142 0.621 0.252
H -0.931 0.594 0.771
H 0.749 1.290 0.700
H 0.042 0.843 -0.822

---

Most stable to least stable, the ends of the list are version two and version one.

---

Version one
This record from the Open Molecules 2025 dataset describes a 2-piece molecular cluster, C7H18 overall. The level of theory is ωB97M-V/def2-TZVPD.

structure (SMILES)	CC(C)C.CCC
highest occupied orbital energy	-10.618	eV
net charge	0
lowest unoccupied orbital energy	1.1145	eV
Kohn-Sham gap	11.733	eV

Atoms and positions in Å:
C 2.342 -1.341 0.989
C -1.804 0.178 -1.617
C 1.305 -0.389 0.267
C -2.678 0.913 0.692
C 1.252 0.926 1.035
C -2.210 -0.231 -0.202
C 1.881 -0.150 -1.121
H 1.657 -0.929 -1.860
H 1.920 -1.381 1.989
H -1.084 -0.522 -2.039
H -3.022 -0.942 -0.372
H -2.594 0.194 -2.372
H -1.918 1.291 1.370
H -3.514 0.555 1.303
H 1.342 0.663 -1.637
H 2.263 -2.324 0.531
H 1.980 1.633 0.669
H 2.940 0.089 -1.203
H -3.165 1.730 0.156
H 1.322 0.756 2.114
H -1.397 -0.776 0.252
H 3.339 -0.915 0.984
H 0.397 -0.973 0.257
H -1.377 1.178 -1.707
H 0.272 1.410 0.972

---

Version two
This record from the Open Molecules 2025 dataset describes a 2-piece molecular cluster, C7H18 overall. The level of theory is ωB97M-V/def2-TZVPD.

structure (SMILES)	CC(C)C.CCC
highest occupied orbital energy	-11.036	eV
net charge	0
lowest unoccupied orbital energy	1.0275	eV
Kohn-Sham gap	12.063	eV

Atoms and positions in Å:
C -0.958 -2.415 1.035
C -2.107 -0.397 2.180
C 1.158 0.777 -0.768
C 2.271 1.700 -0.275
C -1.874 -1.213 0.890
C 1.701 0.101 -2.056
C -0.148 1.478 -1.091
H 2.051 0.861 -2.750
H -0.304 -2.212 1.895
H -2.457 -1.110 2.921
H -2.786 -1.639 0.448
H 2.468 -0.631 -1.806
H -0.946 0.743 -1.199
H -0.321 -2.552 0.162
H 1.864 2.327 0.530
H 1.046 0.060 0.053
H -2.713 0.490 2.011
H -1.511 -0.484 0.177
H -0.063 2.059 -2.004
H -1.146 0.053 2.451
H 3.138 1.200 0.152
H 2.584 2.431 -1.027
H -1.479 -3.355 1.207
H 0.903 -0.448 -2.570
H -0.499 2.059 -0.232

---

Most stable to least stable, the ends of the list are version two and version one.

---

Version one
This record from the Open Molecules 2025 dataset describes one molecule with the formula C5H12O2. The level of theory is ωB97M-V/def2-TZVPD.

structure (SMILES)	CCOCCOC
highest occupied orbital energy	-9.691	eV
net charge	0
lowest unoccupied orbital energy	1.0637	eV
Kohn-Sham gap	10.755	eV

Atoms and positions in Å:
O -0.138 0.058 -1.903
O 1.426 0.548 1.283
C -1.538 0.220 -1.773
C 0.631 0.758 -0.946
C 1.713 -0.264 2.390
C 1.187 -0.196 0.114
C -2.107 -0.338 -0.473
H -1.809 1.284 -1.872
H 1.777 0.387 3.266
H 0.449 -0.990 0.304
H 2.663 -0.807 2.268
H 0.031 1.523 -0.432
H 0.916 -1.005 2.559
H -1.970 -0.309 -2.630
H 1.444 1.271 -1.476
H -1.828 0.273 0.396
H -3.201 -0.359 -0.528
H -1.754 -1.364 -0.311
H 2.109 -0.691 -0.235

---

Version two
This record from the Open Molecules 2025 dataset describes a 3-piece molecular cluster, C5H12O2 overall. The level of theory is ωB97M-V/def2-TZVPD.

highest occupied orbital energy (alpha / beta)	-6.529 / -6.519	eV
net charge	0
lowest unoccupied orbital energy (alpha / beta)	0.7293 / 0.7272	eV
Kohn-Sham gap (alpha / beta)	7.259 / 7.247	eV

Atoms and positions in Å:
O 1.139 2.462 -0.418
O 1.231 0.326 0.214
C 0.645 -0.881 0.328
C 0.940 1.159 -0.780
C 0.940 -1.582 1.603
C -1.365 -0.003 0.631
C -1.167 0.346 -1.423
H -2.200 0.668 0.426
H 1.586 2.939 -1.126
H -0.502 -0.107 -2.155
H 0.562 -1.467 -0.582
H 0.259 -2.430 1.715
H -1.772 -0.981 0.885
H -2.068 -0.266 -1.410
H -0.816 0.446 1.456
H 1.964 -1.970 1.660
H -1.433 1.366 -1.696
H 1.266 0.882 -1.780
H 0.792 -0.907 2.451

---

Version three
This record from the Open Molecules 2025 dataset describes a 3-piece molecular cluster, C5H12O2 overall. The level of theory is ωB97M-V/def2-TZVPD.

highest occupied orbital energy	-9.461	eV
net charge	0
lowest unoccupied orbital energy	0.7749	eV
Kohn-Sham gap	10.236	eV

Atoms and positions in Å:
O 0.890 -0.379 -0.810
O -0.801 -0.048 1.539
C -1.770 -0.802 -0.876
C -0.699 0.259 -0.822
C 0.881 1.452 0.531
C -0.542 0.925 0.538
C 1.733 0.252 0.125
H 1.298 -2.421 -0.114
H 1.260 1.816 1.493
H -0.843 1.032 -1.588
H 1.100 2.218 -0.224
H -1.760 -1.255 -1.871
H -1.239 1.770 0.619
H -0.544 0.347 2.379
H 1.854 -0.378 1.014
H 2.687 0.520 -0.337
H 0.884 -3.395 -0.764
H -1.644 -1.580 -0.120
H -2.746 -0.332 -0.713

---

Most stable to least stable, the ends of the list are version one and version two.

---

Version one
This record from the Open Molecules 2025 dataset describes a 3-piece molecular cluster, C5H12O2 overall. The level of theory is ωB97M-V/def2-TZVPD.

structure (SMILES)	CCC=O.C=C.O
highest occupied orbital energy	-10.311	eV
net charge	0
lowest unoccupied orbital energy	0.7089	eV
Kohn-Sham gap	11.020	eV

Atoms and positions in Å:
O 1.011 -0.452 0.959
O 1.201 2.352 0.890
C -2.155 -1.601 1.648
C 2.057 1.103 -1.877
C 0.799 0.899 -2.249
C -0.191 -0.381 0.725
C -1.066 -1.586 0.570
H 1.420 1.411 1.003
H 0.216 0.077 -1.848
H -1.527 -1.549 -0.426
H 2.547 0.469 -1.147
H -2.811 -2.468 1.528
H 1.151 2.472 -0.066
H -0.429 -2.473 0.622
H -1.706 -1.649 2.645
H 2.643 1.926 -2.269
H -2.773 -0.698 1.599
H -0.674 0.611 0.649
H 0.287 1.539 -2.956

---

Version two
This record from the Open Molecules 2025 dataset describes one molecule with the formula C5H12O2. The level of theory is ωB97M-V/def2-TZVPD.

structure (SMILES)	CO[C@@H](C)CCO
highest occupied orbital energy	-9.807	eV
net charge	0
lowest unoccupied orbital energy	0.9544	eV
Kohn-Sham gap	10.762	eV

Atoms and positions in Å:
O -2.380 -0.155 -1.201
O -0.380 0.951 0.227
C 0.534 -0.121 0.022
C 0.199 2.051 0.938
C 1.357 -0.599 1.231
C -0.276 -1.258 -0.586
C -1.220 -0.785 -1.692
H 1.919 0.211 1.708
H -2.063 0.552 -0.619
H 1.272 2.219 0.697
H -1.565 -1.646 -2.272
H -0.661 -0.127 -2.379
H 0.741 -1.087 1.994
H -0.058 1.604 1.893
H -0.872 -1.757 0.190
H -0.303 2.996 0.672
H 1.230 0.283 -0.725
H 0.433 -1.995 -0.983
H 2.093 -1.338 0.884

---

Version three
This record from the Open Molecules 2025 dataset describes a 2-piece molecular cluster, C5H12O2 overall. The level of theory is ωB97M-V/def2-TZVPD.

structure (SMILES)	C/C=C(/O)CC.O
highest occupied orbital energy	-8.652	eV
net charge	0
lowest unoccupied orbital energy	0.7148	eV
Kohn-Sham gap	9.366	eV

Atoms and positions in Å:
O -0.433 -0.972 1.618
O -1.291 2.081 1.251
C 1.821 1.397 -0.234
C 0.252 -0.473 0.530
C 0.078 -1.232 -0.759
C 1.064 0.563 0.759
C -1.358 -1.387 -1.278
H -0.939 1.536 0.535
H -1.133 1.504 2.008
H 1.831 2.438 0.108
H -1.759 -0.439 -1.652
H 2.864 1.077 -0.335
H -1.382 -2.112 -2.098
H 1.145 0.870 1.800
H 0.701 -0.774 -1.533
H -2.050 -1.754 -0.510
H 0.498 -2.231 -0.579
H 1.364 1.393 -1.230
H -1.050 -1.655 1.332

---

Version four
This record from the Open Molecules 2025 dataset describes one molecule with the formula C5H12O2. The level of theory is ωB97M-V/def2-TZVPD.

structure (SMILES)	CC[C@@H](O)CCO
highest occupied orbital energy	-9.935	eV
net charge	0
lowest unoccupied orbital energy	0.8000	eV
Kohn-Sham gap	10.735	eV

Atoms and positions in Å:
O -0.385 -0.855 1.361
O -1.189 2.002 -0.422
C 2.388 -0.195 0.772
C -1.949 0.810 -0.490
C -1.159 -0.430 -0.911
C 0.024 -0.792 -0.002
C 1.186 0.197 -0.075
H 0.847 1.178 0.260
H -2.438 0.618 0.474
H 2.086 -0.325 1.815
H -0.802 -0.318 -1.942
H -2.734 1.001 -1.229
H -0.746 2.002 0.435
H 1.466 0.315 -1.129
H 3.144 0.597 0.729
H -1.868 -1.273 -0.919
H 0.407 -1.778 -0.320
H -1.033 -1.566 1.443
H 2.849 -1.126 0.425

---

Most stable to least stable, the ends of the list are version four and version one.

---

Version one
This record from the Open Molecules 2025 dataset describes C5H12O2 as an isolated structure. The level of theory is ωB97M-V/def2-TZVPD.

highest occupied orbital energy (alpha / beta)	-6.383 / -6.383	eV
net charge	0
lowest unoccupied orbital energy (alpha / beta)	0.7960 / 0.7960	eV
Kohn-Sham gap (alpha / beta)	7.179 / 7.179	eV

Atoms and positions in Å:
O 0.199 -0.926 -0.684
O -2.039 0.452 0.873
C 2.232 -0.023 1.203
C -1.117 -0.940 -1.924
C 0.115 0.535 -0.135
C -1.289 0.861 -0.275
C 0.793 0.489 1.232
H -1.498 1.898 -0.565
H -0.228 -1.444 0.024
H 0.722 1.088 -0.858
H 2.704 0.059 2.188
H 0.772 1.515 1.621
H 0.174 -0.100 1.918
H -0.809 -0.211 -2.664
H -2.177 -0.910 -1.710
H -2.886 0.126 0.552
H 2.838 0.555 0.494
H -0.783 -1.952 -2.178
H 2.277 -1.072 0.890

---

Version two
This record from the Open Molecules 2025 dataset describes C5H12O2 as an isolated structure. The level of theory is ωB97M-V/def2-TZVPD.

highest occupied orbital energy	-7.455	eV
net charge	0
lowest unoccupied orbital energy	0.9297	eV
Kohn-Sham gap	8.385	eV

Atoms and positions in Å:
O -0.570 -0.995 1.538
O -1.280 -1.636 -1.128
C 2.311 -0.024 0.771
C 0.973 0.724 0.697
C -0.178 -0.210 0.400
C -1.360 0.074 -0.353
C -1.406 0.947 -1.572
H -2.322 -0.082 0.137
H 2.586 -0.415 -0.214
H 3.122 0.618 1.133
H 2.247 -0.885 1.449
H -1.690 1.971 -1.300
H 1.041 1.532 -0.041
H 0.784 1.213 1.668
H -0.448 0.976 -2.099
H -2.162 0.560 -2.260
H 0.146 -0.975 2.181
H -0.238 -1.221 -0.646
H -1.555 -2.170 -0.361

---

Most stable to least stable, the ends of the list are version two and version one.